This record from OMol25 describes one molecule with the formula C3H5N3O in a non-equilibrium geometry. The level of theory is the ωB97M-V functional and the def2-TZVPD basis.

The value obtained for the orbital gap is 8.377 eV. The largest force on an atom comes out at 0.1271 hartree/bohr. The relative energy (zero: lowest compared OMol25 entry of this formula, charge and spin) is 113.8 kcal per mole. Its structure (SMILES) is Nc1cc(O)[nH]n1. The LUMO energy is 0.47 eV.

Geometry as ORCA input:
```
! wB97M-V def2-TZVPD RIJCOSX def2/J DEFGRID3
* xyz 0 1
C -1.08593 -0.21716 -0.07055
C 0.04227 -0.98610 -0.07603
C 1.08589 -0.14678 0.03171
H -2.74883 -1.35087 0.29756
H -2.62586 0.50393 0.56953
H -0.17177 -2.14119 0.48089
H 2.90301 -1.22234 0.42384
H 0.94313 2.11033 -0.50795
N -2.40183 -0.43355 -0.14690
N 0.57454 1.16140 0.16051
N -0.76709 1.14895 0.02112
O 2.45095 -0.36715 -0.10222
*
```

Results of the Löwdin charge analysis, in e, for atoms 1 through 8:
1 C -0.53
2 C -0.04
3 C -0.39
4 H 0.11
5 H 0.20
6 H 0.20
7 H 0.21
8 H 0.26